Record 1
Molecular formula: C12H19KN2O8P
Method: DFT, ωB97M-V/def2-TZVPD

Calculated values
Total charge   -1
Kohn-Sham gap   8.32 eV

Each line ends with the Löwdin charge.
Cartesian coordinates (Å):
K 2.586 -0.282 -0.220  0.8934
O 1.785 3.895 -1.321  -0.0247
C 2.002 2.839 -0.708  -0.6707
O 2.373 1.724 -1.145  -0.2442
C 1.773 2.894 0.824  -0.1799
C 1.305 4.065 1.416  -0.0144
C 1.085 4.088 2.781  -0.0797
C 1.353 2.942 3.521  -0.0813
C 1.828 1.827 2.850  -0.1515
N 2.028 1.794 1.534  0.0801
H 1.127 4.920 0.780  0.1081
H 0.714 4.982 3.267  0.0966
H 1.198 2.912 4.591  0.0923
H 2.063 0.911 3.385  0.1109
C -2.893 -0.075 -3.258  -0.0869
C -2.718 0.551 -1.881  -0.3302
O -2.036 -0.314 -0.985  -0.3133
P -0.363 -0.223 -0.955  0.8834
O -0.179 -1.109 0.386  -0.3422
C -0.465 -0.558 1.673  -0.3030
C -1.644 -1.288 2.289  -0.0640
O 0.066 -1.355 -2.024  -0.3098
C -0.317 -2.732 -1.853  -0.2811
C -0.413 -3.378 -3.220  -0.0736
H -3.431 0.613 -3.913  0.0702
H -3.456 -1.007 -3.184  0.0737
H -1.918 -0.290 -3.695  0.0656
H -3.695 0.755 -1.436  0.1083
H -2.179 1.502 -1.976  0.1044
H -0.672 0.515 1.594  0.1090
H 0.419 -0.707 2.290  0.0917
H -2.519 -1.202 1.643  0.0675
H -1.873 -0.868 3.270  0.0730
H -1.390 -2.341 2.409  0.0802
H -1.279 -2.785 -1.341  0.1115
H 0.438 -3.219 -1.238  0.1005
H -1.204 -2.919 -3.815  0.0636
H -0.635 -4.441 -3.107  0.0729
H 0.531 -3.275 -3.757  0.0771
O 1.863 -2.662 2.052  -0.0248
N 2.650 -2.350 1.140  -0.6681
O 2.428 -2.685 -0.046  -0.1418
O 3.667 -1.664 1.383  -0.1489



Record 2
Molecular formula: C12H19MnN3O5S3
Method: DFT, ωB97M-V/def2-TZVPD

Calculated values
Total charge   +1
Expectation value of S²   6.132
Kohn-Sham gap (spin up / spin down)   6.85 / 8.54 eV
Spin multiplicity   5

Each line ends with the Löwdin spin population.
Cartesian coordinates (Å):
Mn 0.708 -0.081 -0.494  3.9514
N 2.727 -0.822 -0.991  0.0621
C 3.630 -1.196 0.136  0.0068
C 2.940 -2.171 1.094  0.0015
C 2.492 -1.560 2.425  0.0006
C 1.613 -0.323 2.328  0.0020
N 0.422 -0.556 1.463  -0.0300
H 2.583 -1.648 -1.569  0.0026
H 3.196 -0.155 -1.598  0.0024
H 3.914 -0.275 0.648  0.0001
H 4.543 -1.634 -0.267  0.0021
H 3.618 -2.993 1.319  0.0001
H 2.089 -2.630 0.580  0.0006
H 3.371 -1.286 3.013  0.0001
H 1.967 -2.325 3.001  0.0001
H 2.155 0.535 1.926  -0.0004
H 1.270 -0.039 3.322  -0.0018
H -0.372 -0.003 1.806  0.0046
H 0.083 -1.517 1.550  0.0041
O -4.178 -1.887 2.201  -0.0010
S -3.166 -1.045 1.669  0.0009
O -2.402 -0.181 2.535  -0.0005
N -1.981 -1.928 0.841  -0.0173
C -1.850 -1.459 -0.342  0.0077
S -0.431 -1.887 -1.305  -0.0674
C -2.836 -0.446 -0.790  0.0036
C -2.979 0.159 -2.026  0.0028
C -4.006 1.083 -2.180  -0.0005
C -4.858 1.391 -1.126  0.0024
C -4.712 0.787 0.121  -0.0003
C -3.692 -0.125 0.253  0.0026
H -2.318 -0.092 -2.846  0.0007
H -4.149 1.568 -3.136  -0.0001
H -5.649 2.113 -1.276  0.0001
H -5.372 1.026 0.945  0.0000
C 2.183 3.127 -2.029  0.0021
S 0.756 2.383 -1.330  0.0129
O -0.297 3.329 -1.281  -0.0044
O 0.473 1.119 -2.101  0.0218
O 1.164 1.791 0.006  0.0243
H 1.925 3.431 -3.041  0.0003
H 3.009 2.421 -2.031  0.0001
H 2.418 4.000 -1.423  0.0001



Record 3
Molecular formula: C12H19NO2
Method: DFT, ωB97M-V/def2-TZVPD

Calculated values
Kohn-Sham gap   8.01 eV

Each line ends with the Löwdin charge.
Cartesian coordinates (Å):
C 0.302 -3.284 2.139  -0.1072
C 0.364 -3.468 0.767  -0.0935
C 0.114 -2.013 2.653  -0.0922
C 0.243 -2.388 -0.081  -0.0255
C -0.015 -0.925 1.810  -0.0503
C 0.038 -1.097 0.422  -0.3495
C -2.374 0.548 0.233  -0.0599
C -1.835 -0.290 -2.075  -0.0634
C 2.518 0.779 0.613  0.0341
C 1.062 2.995 -1.942  -0.0519
C -1.298 0.500 -0.865  -0.4694
C 1.396 1.493 -0.084  -0.4021
N -0.035 -0.073 -0.497  0.0173
O 0.675 2.304 0.729  0.0606
O 1.722 1.907 -1.324  -0.0490
H 0.406 -4.128 2.805  0.0947
H 0.517 -4.458 0.359  0.0983
H 0.063 -1.869 3.724  0.0991
H 0.293 -2.512 -1.152  0.1080
H -0.145 0.066 2.220  0.1073
H -2.063 1.157 1.079  0.0653
H -3.294 0.964 -0.173  0.0739
H -2.577 -0.458 0.593  0.0803
H -1.074 -0.318 -2.852  0.0725
H -2.737 0.174 -2.472  0.0687
H -2.063 -1.310 -1.774  0.0731
H 2.657 1.223 1.597  0.0975
H 2.289 -0.277 0.740  0.0791
H 3.429 0.875 0.028  0.0937
H 0.497 3.607 -1.233  0.0912
H 0.399 2.634 -2.733  0.0955
H 1.841 3.623 -2.385  0.0995
H -1.120 1.527 -1.217  0.1088
H -0.196 2.492 0.346  0.0955



Record 4
Molecular formula: C12H19NP
Method: DFT, ωB97M-V/def2-TZVPD

Calculated values
Total charge   +1
Kohn-Sham gap   7.44 eV

Each line ends with the Löwdin charge.
Cartesian coordinates (Å):
C 0.018 3.422 1.836  -0.0552
C 0.038 2.182 2.457  -0.0415
C 0.095 3.538 0.447  -0.0720
C -0.037 1.007 1.647  0.0028
C -0.022 2.419 -0.300  -0.0303
C -0.245 1.114 0.276  -0.2150
C -1.648 -3.419 -0.818  -0.1352
C -2.461 -2.773 0.341  -0.1516
C -1.046 -2.157 -1.420  -0.1338
C -1.699 -1.528 0.750  -0.1342
C 2.233 0.428 -1.713  -0.4229
C -0.499 0.093 -0.634  -0.0179
N -1.006 -1.079 -0.431  -0.0559
P 3.487 0.625 -0.561  0.7902
H -0.014 4.451 2.364  0.1503
H -0.054 2.271 3.481  0.0858
H 0.145 4.500 -0.048  0.1201
H -0.210 0.075 2.280  0.1288
H 0.258 2.467 -1.325  0.1038
H -0.982 -4.101 -0.249  0.1175
H -2.082 -3.922 -1.811  0.1724
H -3.548 -2.543 0.215  0.1292
H -2.347 -3.672 1.082  0.1467
H -0.151 -2.127 -1.950  0.1059
H -1.715 -1.717 -2.195  0.1532
H -2.227 -0.662 1.186  0.1462
H -0.879 -1.719 1.473  0.1344
H 2.368 1.263 -2.510  0.0324
H 2.443 -0.428 -2.326  -0.0347
H -0.053 0.105 -1.684  0.1396
H 4.916 0.785 -0.543  -0.0274
H 3.692 -0.391 0.300  -0.0536
H 3.231 1.491 0.383  -0.0784



Record-wise E_tot values, in a.u.: -2121.4605 -3354.5317 -673.7927 -864.3398
Record-wise energy above the lowest of the compared OMol25 structures with the same formula, charge and spin values, in kJ/mol: 91.3 0.0 240.2 481.3